DFT (wB97M-V/def2-TZVPD) results for 2 unconnected molecules or ions with the total composition C5H13NS in a non-equilibrium geometry.

Computed properties:
M	119.23	g/mol
HOMO energy	-7.899	eV
total charge	0
SMILES	C=[SH](=C)N.C=CC
E_tot	-17714.178	eV

XYZ file:
```
20
Properties=species:S:1:pos:R:3:forces:R:3:lowdin_charge:R:1
C -1.70732 1.17457 0.27419 0.415 -1.317 -2.194 -0.295
S -1.82620 -0.48957 -0.01698 1.740 -0.365 1.240 0.751
C -0.98716 -1.03431 -1.25848 0.194 0.216 -2.188 -0.391
N -3.27516 -1.38129 0.34779 -0.441 0.891 0.306 -0.181
H -1.50378 1.67713 -0.69287 0.261 -0.789 0.471 0.024
H -2.25171 1.82962 0.88112 -1.320 -0.104 1.320 -0.027
H -1.05700 -1.29658 0.79479 -0.810 0.862 0.662 0.060
H -1.17696 -0.59019 -2.23613 0.168 -0.267 0.237 0.012
H -0.45433 -1.98039 -1.12904 -0.288 0.594 -0.026 0.022
H -3.32354 -2.14802 -0.30584 0.767 -0.627 -0.118 0.038
H -4.04867 -0.84578 0.00456 -0.784 0.925 0.241 0.026
C 2.49315 -0.59749 0.91295 0.365 -0.369 1.164 -0.034
C 1.84479 0.47651 0.51377 -1.580 0.262 -0.448 -0.262
C 2.53087 1.58700 -0.19275 -1.002 0.081 0.525 -0.117
H 1.95555 -1.40949 1.41499 0.430 0.168 -0.165 0.045
H 3.60194 -0.57067 0.94637 -0.807 -0.433 -0.343 0.065
H 0.71804 0.62820 0.63101 1.612 -0.538 -0.203 0.070
H 3.56275 1.46473 -0.21211 2.128 -0.312 0.571 0.040
H 2.29368 2.49419 0.35653 -0.087 0.534 -0.688 0.078
H 2.33814 1.56336 -1.25294 -0.962 0.586 -0.365 0.075
```
Forces are in eV/Å.